1.
22
Properties=species:S:1:pos:R:3:nbo_charge:R:1 method="wB97M-V/def2-TZVPD" homo_ev="-7.92 / -7.92" relative_energy_kj_mol=544.92 gap_ev="8.910 / 8.909" lumo_ev="1.0 / 1.0"
N 1.24 0.19 -1.31 -0.32
N -0.41 -0.92 -0.97 -0.35
N 1.32 0.94 -0.21 -0.26
C -2.39 0.49 -0.59 -0.61
C -0.03 1.30 0.17 -0.08
C 0.05 -2.13 -0.30 -0.43
C -0.97 0.19 -0.18 0.05
C -0.63 0.38 1.27 -0.43
C 2.42 0.49 0.67 -0.42
H -3.13 -0.22 -0.12 0.21
H -0.69 -2.84 -0.35 0.20
H 2.27 0.92 1.64 0.21
H -1.41 0.76 1.91 0.22
H 0.12 -0.30 1.68 0.22
H -2.75 1.41 -0.13 0.20
H 2.53 -0.59 0.64 0.20
H 0.74 0.74 -2.15 0.35
H 0.93 -2.64 -0.82 0.21
H 3.35 0.90 0.27 0.21
H 0.44 -1.87 0.67 0.16
H -2.68 0.56 -1.73 0.23
H -0.31 2.24 -0.06 0.21

2.
98
Properties=species:S:1:pos:R:3:lowdin_charge:R:1 method="wB97M-V/def2-TZVPD" charge=+1 homo_ev=-11.90 relative_energy_kj_mol=1467.97 gap_ev=6.341 lumo_ev=-5.6
I 0.41 0.34 -2.15 0.95
S -3.86 -1.96 3.25 0.75
O 5.95 1.72 0.92 -0.01
O 7.53 -3.51 2.90 -0.10
O -3.40 -3.65 -2.46 -0.12
O 1.15 -0.73 -8.63 -0.11
O 0.66 2.95 0.17 -0.18
O -1.29 3.43 1.49 0.04
O -2.52 1.24 3.20 -0.14
O 3.70 1.27 1.78 -0.12
O -1.87 -2.09 6.65 -0.11
O 2.28 3.83 -4.29 -0.09
O -2.14 -0.67 -5.16 -0.12
N -2.38 -2.11 0.75 0.02
C -2.47 -1.47 8.90 -0.09
C 6.35 -3.12 3.58 -0.35
C -1.95 0.31 -6.16 -0.31
C 5.32 -0.79 0.85 -0.14
C 1.83 2.89 1.06 -0.11
C -1.47 -1.69 -0.38 0.00
C -2.48 -1.07 7.43 -0.33
C 4.99 0.79 1.20 -0.23
C -2.18 0.40 2.03 -0.03
C 6.95 -1.09 0.94 -0.13
C -5.58 3.01 4.96 -0.26
C 1.68 4.46 -2.04 -0.10
C -0.47 0.50 -6.43 -0.09
C 1.67 4.85 -3.51 -0.31
C -3.87 -3.01 -3.64 -0.33
C -4.30 3.05 3.89 -0.15
C 2.09 -1.79 -8.54 -0.32
C -6.79 4.04 4.55 -0.15
C -0.57 2.48 0.83 -0.20
C -3.96 1.54 3.26 -0.20
C 2.71 1.54 0.71 -0.16
C 6.38 -3.62 5.01 -0.09
C -0.85 -0.13 -0.40 -0.48
C -2.74 -1.17 1.91 -0.32
C -1.18 0.96 0.82 0.06
C 3.32 -1.47 -9.36 -0.09
C -5.36 -3.24 -3.80 -0.09
H -1.68 -0.36 -4.36 0.02
H 3.05 -1.32 -10.41 0.07
H -2.41 1.25 -5.83 0.11
H -3.59 -4.60 -2.56 0.09
H -4.67 3.76 3.00 0.12
H 4.05 -2.28 -9.29 0.08
H 6.45 -4.71 5.03 0.08
H 7.25 -3.23 5.54 0.08
H 2.35 -1.92 -7.48 0.11
H 7.43 -0.65 1.93 0.10
H 4.80 -1.56 1.58 0.11
H 3.78 -0.54 -9.01 0.08
H 1.77 3.02 -4.16 0.06
H -3.50 -0.92 7.07 0.10
H -4.42 0.78 4.06 0.10
H -5.58 -4.31 -3.87 0.08
H 4.99 -1.11 -0.25 0.13
H 5.48 -3.51 3.04 0.10
H 2.24 5.78 -3.65 0.12
H 1.14 3.52 -1.89 0.02
H 2.70 4.29 -1.70 0.08
H -3.02 -2.41 9.04 0.08
H -1.21 -2.45 -1.24 0.14
H -5.74 -2.75 -4.70 0.08
H 2.53 3.81 0.75 0.16
H 1.22 5.23 -1.43 0.09
H -7.45 3.46 3.74 0.09
H 5.47 -3.32 5.55 0.08
H -6.44 5.08 4.16 0.08
H -1.92 -0.15 7.29 0.12
H -1.45 -1.64 9.24 0.08
H -4.54 1.32 2.26 0.15
H -0.02 -0.44 -6.76 0.06
H -0.31 1.25 -7.21 0.08
H 7.57 -4.48 2.92 0.10
H -6.07 1.92 4.99 0.10
H 0.05 0.81 -5.52 0.04
H -2.46 -0.02 -7.07 0.12
H 0.91 -0.63 -9.57 0.10
H -3.66 -1.94 -3.55 0.10
H 7.50 -0.63 0.00 0.09
H 0.65 5.01 -3.87 0.11
H 7.16 -2.25 0.93 0.08
H -3.21 -1.91 4.49 -0.10
H -5.18 3.18 6.07 0.12
H -2.38 -2.91 6.78 0.09
H -7.50 4.12 5.51 0.09
H 1.61 -2.71 -8.88 0.11
H 1.60 3.04 2.20 0.16
H -2.93 -0.69 9.51 0.08
H 6.29 -2.02 3.56 0.10
H -5.91 -2.86 -2.93 0.08
H -3.37 3.55 4.40 0.13
H 1.98 0.61 0.56 0.10
H -3.32 -3.40 -4.50 0.12
H 3.33 1.73 -0.29 0.15
H -2.76 -3.10 0.71 0.16

3.
7
Properties=species:S:1:pos:R:3:nbo_charge:R:1 method="wB97M-V/def2-TZVPD" homo_ev="-6.36 / -10.75" s_squared=2.01 spin_multiplicity=3 relative_energy_kj_mol=180.50 gap_ev="6.654 / 8.941" lumo_ev="0.3 / -1.8"
Cl 0.84 1.46 0.32 0.35
Cl 0.75 -0.14 2.55 -0.08
O 3.82 -0.64 -1.08 -0.51
O 2.29 -1.91 -0.02 -0.51
N 1.49 0.11 0.93 -0.47
C 3.11 -1.29 -0.49 1.03
H -0.38 1.03 0.25 0.19

4.
21
Properties=species:S:1:pos:R:3:nbo_charge:R:1 method="wB97M-V/def2-TZVPD" homo_ev=-9.24 smiles=NCCN.CCO relative_energy_kj_mol=254.37 gap_ev=10.231 lumo_ev=1.0
O 0.75 -0.62 0.54 -0.90
N -1.53 0.44 -1.70 -0.84
N 0.01 1.73 1.32 -0.84
C -0.60 1.93 0.01 -0.24
C 2.07 -2.64 0.42 -0.62
C 1.09 -1.76 -0.29 -0.03
C -1.87 1.05 -0.39 -0.23
H 0.23 -2.41 -0.53 0.15
H 0.32 0.27 0.76 0.53
H -0.71 1.73 2.08 0.37
H 1.61 -3.14 1.26 0.21
H 0.22 1.74 -0.70 0.21
H -2.12 0.29 0.41 0.18
H 2.99 -2.16 0.79 0.21
H 1.47 -1.38 -1.24 0.16
H 2.42 -3.41 -0.28 0.20
H -0.71 -0.18 -1.59 0.36
H -2.29 -0.17 -2.01 0.35
H 0.73 2.46 1.53 0.39
H -0.81 3.01 -0.04 0.18
H -2.78 1.66 -0.55 0.20

5.
22
Properties=species:S:1:pos:R:3:nbo_charge:R:1 method="wB97M-V/def2-TZVPD" homo_ev=-9.31 smiles="CCCC/C=C/CO" relative_energy_kj_mol=206.60 gap_ev=10.239 lumo_ev=0.9
O -1.16 -3.19 1.83 -0.73
C 0.04 -2.95 1.03 -0.10
C 0.20 -1.53 0.58 -0.26
C 0.28 1.04 -1.55 -0.41
C -0.93 1.67 -2.25 -0.60
C 0.60 0.96 1.15 -0.44
C 0.55 1.71 -0.20 -0.41
C 0.42 -0.49 1.38 -0.14
H 1.43 2.34 -0.26 0.21
H -0.11 2.58 -0.03 0.21
H 0.30 -1.41 -0.49 0.19
H 0.82 -3.18 1.76 0.17
H -1.04 2.72 -2.02 0.20
H 1.54 1.28 1.62 0.22
H -1.00 1.50 -3.33 0.21
H 0.56 -0.72 2.41 0.19
H -1.70 -2.39 1.84 0.47
H 0.06 -0.02 -1.46 0.20
H -1.87 1.23 -1.88 0.20
H 1.09 1.15 -2.25 0.20
H -0.14 1.38 1.82 0.22
H 0.08 -3.70 0.28 0.18

6.
12
Properties=species:S:1:pos:R:3:nbo_charge:R:1 method="wB97M-V/def2-TZVPD" homo_ev=-8.34 smiles="NC(=S)N1CC1" relative_energy_kj_mol=131.72 gap_ev=9.115 lumo_ev=0.8
S -1.73 0.08 -0.54 -0.25
N 0.50 -1.18 -1.32 -0.79
N 0.86 0.52 0.16 -0.44
C -0.06 -0.21 -0.51 0.30
C 0.58 1.02 1.48 -0.23
C 1.57 -0.10 1.30 -0.25
H -0.08 -1.58 -2.01 0.41
H -0.38 0.74 1.94 0.22
H 0.86 2.03 1.67 0.21
H 2.64 0.11 1.27 0.21
H 1.47 -1.09 -1.48 0.39
H 1.20 -1.07 1.70 0.22

7.
54
Properties=species:S:1:pos:R:3:nbo_charge:R:1 method="wB97M-V/def2-TZVPD" charge=-2 homo_ev="-1.17 / -1.16" relative_energy_kj_mol=30.07 gap_ev="5.694 / 5.685" lumo_ev="4.5 / 4.5"
Ti -0.17 -0.50 -0.31 1.14
S -1.05 -5.31 1.15 0.31
S -2.42 -1.68 -0.74 -0.24
S 0.97 1.77 -0.87 -0.11
S -0.07 -2.48 1.40 -0.22
S -1.53 0.59 1.92 -0.22
S -3.10 -4.63 -0.81 0.30
S -1.70 1.13 -1.67 -0.14
O -2.71 -7.07 0.11 -0.63
N -3.36 2.27 0.91 -0.60
N 0.83 5.61 -1.01 -0.41
N 2.57 -1.30 -1.02 -0.32
N -3.32 4.51 -1.48 -0.46
N -1.40 3.23 1.55 -0.59
N 0.47 -1.34 -2.01 -0.68
N 1.83 -0.80 0.01 -0.54
C -0.25 -1.63 -3.15 0.07
C 0.31 -2.10 -4.29 -0.34
C 1.73 -2.32 -4.34 -0.22
C -2.37 -5.91 0.15 0.17
C 3.98 -0.20 3.58 -0.28
C -2.12 2.11 1.41 0.38
C 2.47 -2.06 -3.25 -0.22
C -4.24 1.18 0.55 -0.42
C 2.56 -0.61 1.18 0.26
C 2.68 0.26 3.44 -0.19
C -0.87 3.73 -1.47 -0.56
C -2.22 4.15 -1.54 0.35
C 0.09 4.75 -1.22 0.33
C 3.88 -1.08 1.32 -0.27
C -1.16 -3.62 0.68 -0.39
C -0.56 2.36 -1.37 -0.19
C -0.03 3.25 2.03 -0.43
C -2.10 -3.31 -0.22 -0.42
C 4.57 -0.86 2.50 -0.21
C 1.98 0.06 2.26 -0.29
C 1.85 -1.55 -2.05 0.29
H -1.73 4.05 1.06 0.40
H 3.54 -2.20 -3.22 0.21
H 0.02 2.82 3.03 0.20
H 4.33 -1.60 0.50 0.23
H -4.02 0.32 1.17 0.25
H 0.29 4.29 2.06 0.20
H 4.53 -0.04 4.50 0.19
H 5.58 -1.23 2.59 0.19
H 2.19 0.78 4.26 0.20
H 2.19 -2.70 -5.24 0.19
H -5.27 1.50 0.71 0.18
H 0.64 2.70 1.37 0.24
H -3.51 3.14 0.40 0.41
H 0.97 0.45 2.18 0.24
H -4.10 0.89 -0.49 0.22
H -1.32 -1.46 -3.07 0.23
H -0.33 -2.30 -5.14 0.20

8.
50
Properties=species:S:1:pos:R:3:nbo_charge:R:1 method="wB97M-V/def2-TZVPD" charge=+1 homo_ev=-12.32 gap_ev=7.461 lumo_ev=-4.9
I -1.34 -5.91 0.72 0.55
Br 3.55 -0.32 -0.23 -0.22
Cl -0.54 8.10 -0.26 -0.01
Cl 0.03 0.08 -2.78 -0.02
Cl -0.48 7.18 2.51 -0.03
Cl -0.69 1.22 -0.05 -0.03
Cl -0.29 -0.35 2.38 -0.05
Cl 1.21 1.86 -4.75 0.02
Cl 6.30 -10.54 -0.22 0.00
Cl 3.47 -10.40 -0.92 -0.02
Cl 0.59 3.95 1.50 -0.03
Cl 3.33 4.51 2.33 -0.02
Cl -7.26 3.83 2.00 -0.01
Cl -3.32 1.93 -2.12 -0.05
Cl -4.16 2.23 0.66 -0.02
Cl -6.64 4.48 -0.78 -0.03
S 3.80 -6.15 -1.85 0.22
P 3.66 -2.55 -0.79 1.06
O 4.69 -3.34 0.35 -0.93
N 0.73 -2.36 -0.98 -0.51
N 2.24 -5.52 0.61 -0.54
N -0.12 -4.41 0.03 -0.54
C -4.67 2.28 -1.03 -0.39
C -7.60 4.91 0.64 -0.39
C 2.92 -5.93 -0.45 0.26
C 1.33 -4.47 0.10 0.30
C 0.42 0.84 1.28 -0.42
C 4.77 -9.70 0.05 -0.40
C -1.50 7.51 1.10 -0.39
C 1.53 0.67 -3.50 -0.40
C 1.86 -3.17 -0.53 -0.24
C 1.62 4.84 2.64 -0.40
C -0.43 -3.14 -0.60 0.26
H 4.89 -8.65 -0.23 0.21
H 1.38 4.53 3.65 0.22
H 4.51 -9.77 1.10 0.22
H 0.64 1.76 1.83 0.25
H 4.13 -3.69 1.09 0.50
H -5.06 3.28 -1.25 0.23
H 2.14 1.12 -2.72 0.23
H -1.49 -2.74 -0.81 0.28
H -8.66 4.83 0.39 0.23
H 1.44 5.91 2.52 0.24
H -7.36 5.93 0.94 0.23
H 1.34 0.43 0.86 0.21
H -5.45 1.54 -1.19 0.22
H 0.77 -1.43 -1.45 0.48
H -2.24 8.27 1.37 0.23
H 2.07 -0.17 -3.94 0.23
H -2.01 6.59 0.80 0.23

9.
115
Properties=species:S:1:pos:R:3:lowdin_charge:R:1 method="wB97M-V/def2-TZVPD" homo_ev=-10.40 smiles="C[C@H]1COC(=O)O1.C[C@H]1COC(=O)O1.C[C@H]1COC(=O)O1.C[C@H]1COC(=O)O1.C[C@H]1COC(=O)O1.C[C@H]1COC(=O)O1.C[C@H]1COC(=O)O1.COC(=O)OC.COC(=O)OC" relative_energy_kj_mol=663.15 gap_ev=10.699 lumo_ev=0.3
O 8.42 -12.16 2.46 0.11
O -3.18 5.70 -4.97 0.09
O 7.57 -10.03 2.21 0.11
O 1.12 -8.15 -4.85 0.00
O -5.17 6.44 -4.36 0.17
O -7.81 2.97 7.33 0.07
O -0.35 -6.29 6.41 0.10
O 1.25 -8.08 -2.70 0.02
O -6.26 -4.32 -4.04 0.13
O 5.32 5.97 -8.24 0.06
O 6.96 4.52 -8.79 0.04
O -5.58 2.82 6.86 0.01
O 4.79 3.73 -8.32 0.16
O 5.35 -1.84 -0.12 0.10
O -3.48 8.87 2.12 0.12
O -6.31 4.34 8.38 -0.04
O -0.29 -9.52 -3.51 0.07
O 3.48 -1.23 0.89 0.06
O -7.87 -3.29 -2.86 0.04
O -0.50 -4.51 7.61 0.12
O 3.43 -1.40 -1.29 0.11
O 9.74 -10.36 1.92 0.08
O -4.94 7.32 2.20 0.09
O -5.78 -3.12 -2.08 0.05
O -3.40 7.82 -4.66 0.09
O -2.75 6.86 1.58 0.09
O -1.32 -4.49 5.50 0.09
C 6.31 6.74 -8.82 -0.36
C 2.36 -0.51 -0.96 -0.30
C 1.47 -7.53 7.25 -0.01
C -2.12 7.72 -5.12 -0.33
C -4.04 6.64 -4.65 -0.59
C 6.52 8.03 -8.01 -0.02
C -1.26 8.54 -4.16 -0.02
C 2.14 -0.73 0.57 -0.04
C 8.54 -10.93 2.31 -0.49
C -6.61 3.33 7.53 -0.53
C -6.59 -2.40 -1.09 -0.22
C -4.18 3.17 7.03 -0.01
C 7.55 5.80 -8.66 -0.12
C -0.79 -5.05 6.50 -0.60
C 0.54 -5.26 8.19 -0.07
C -4.73 10.88 2.27 -0.02
C 1.24 -0.77 -1.95 -0.02
C 0.92 -8.28 -1.41 -0.08
C 5.59 4.62 -8.44 -0.43
C -8.01 -2.66 -1.64 -0.13
C 0.65 -8.69 -3.68 -0.53
C 4.15 -1.54 -0.21 -0.59
C 10.17 -8.18 0.95 0.00
C 8.18 -8.79 2.10 -0.17
C -4.56 9.47 2.80 -0.32
C -7.21 4.89 9.32 -0.05
C -6.56 -3.62 -3.09 -0.49
C -5.68 8.52 2.51 -0.07
C 0.26 -6.63 7.62 -0.34
C -6.06 -0.85 -0.94 0.00
C -3.67 7.62 1.97 -0.59
C -1.90 6.20 -5.13 -0.10
C 9.60 -9.01 2.18 -0.35
C 0.83 -8.92 -5.98 -0.08
H -6.64 -0.08 -0.43 0.07
H -1.27 5.87 -4.31 0.13
H 0.36 -0.19 -1.68 0.08
H 11.19 -8.40 0.63 0.08
H -2.08 8.13 -6.13 0.15
H -5.09 10.94 1.25 0.09
H 0.96 -8.43 6.92 0.08
H -6.74 5.51 10.08 0.09
H -7.83 5.58 8.75 0.09
H -3.62 2.81 6.17 0.09
H 7.92 -8.07 2.88 0.15
H -0.37 -7.31 8.18 0.15
H 1.11 -8.29 -6.82 0.10
H -6.41 -2.93 -0.16 0.14
H -6.35 8.31 3.34 0.14
H -5.12 -0.97 -0.40 0.07
H 0.53 -5.31 9.28 0.15
H 0.68 -9.33 -1.22 0.10
H 1.46 -0.65 -3.01 0.09
H -0.23 8.42 -4.48 0.08
H 6.19 6.92 -9.89 0.15
H 2.31 -7.63 7.94 0.09
H 1.74 -8.07 -0.73 0.10
H -0.23 -9.17 -5.94 0.09
H -1.47 5.74 -6.02 0.14
H 9.59 -8.50 0.09 0.08
H -6.41 8.83 1.75 0.14
H 5.54 8.45 -7.83 0.09
H 2.65 0.54 -0.95 0.15
H 0.01 -7.71 -1.21 0.11
H -1.41 9.62 -4.14 0.09
H 10.04 -8.90 3.17 0.16
H 1.49 -1.58 0.77 0.13
H -8.46 -1.71 -1.91 0.13
H 8.11 6.03 -7.75 0.13
H -5.85 -0.39 -1.90 0.07
H -3.82 2.72 7.95 0.09
H 1.92 -7.15 6.33 0.09
H 6.98 7.78 -7.05 0.08
H 7.17 8.67 -8.60 0.09
H -7.87 4.13 9.75 0.10
H -1.25 8.19 -3.13 0.09
H 8.23 5.93 -9.50 0.13
H 10.05 -7.10 1.06 0.09
H -4.35 9.38 3.86 0.16
H -4.00 4.25 7.08 0.09
H 1.34 -9.88 -6.12 0.10
H 1.86 0.16 1.14 0.14
H -8.62 -3.37 -1.07 0.14
H -5.62 11.33 2.71 0.08
H 0.81 -1.77 -1.87 0.09
H -3.96 11.63 2.43 0.09
H 1.50 -4.91 7.81 0.15
H 7.85 -8.52 1.10 0.14

10.
9
Properties=species:S:1:pos:R:3:nbo_charge:R:1 method="wB97M-V/def2-TZVPD" homo_ev="-6.30 / -10.01" s_squared=2.02 spin_multiplicity=3 relative_energy_kj_mol=149.36 gap_ev="4.608 / 8.070" lumo_ev="-1.7 / -1.9"
Cu -0.89 1.88 2.21 0.77
F 1.90 -1.35 -0.58 -0.46
O -0.52 1.32 0.42 -0.79
O 1.51 0.65 -1.56 -0.47
C 1.12 -0.06 -0.67 0.74
C -0.04 -0.79 -0.20 -0.12
C -1.02 0.10 0.28 -0.03
H -2.01 0.02 -0.19 0.13
H -0.05 -1.77 0.28 0.22

11.
17
Properties=species:S:1:pos:R:3:nbo_charge:R:1 method="wB97M-V/def2-TZVPD" homo_ev=-7.74 smiles="C/C=C(/C)N.O" relative_energy_kj_mol=245.53 gap_ev=8.501 lumo_ev=0.8
O 4.90 0.35 0.31 -0.95
N 0.12 -0.63 0.02 -0.83
C -1.79 -1.56 -1.10 -0.65
C -1.24 -0.46 -0.24 0.17
C -1.51 1.79 0.91 -0.63
C -1.95 0.59 -0.01 -0.28
H 5.27 0.38 1.17 0.47
H -2.84 0.62 -0.45 0.19
H 5.35 -0.41 -0.26 0.48
H -2.86 -1.78 -0.89 0.23
H -1.99 1.75 1.91 0.21
H -1.90 -1.50 -2.16 0.23
H -0.45 1.81 1.00 0.20
H 0.58 -1.49 -0.16 0.37
H -1.15 -2.57 -1.22 0.20
H 0.78 -0.17 0.54 0.39
H -1.84 2.78 0.52 0.21

12.
12
Properties=species:S:1:pos:R:3:nbo_charge:R:1 method="wB97M-V/def2-TZVPD" homo_ev=-10.96 smiles="O=C(O)O.O[SiH3]" relative_energy_kj_mol=95.46 gap_ev=11.374 lumo_ev=0.4
Si 0.10 0.57 -2.27 1.20
O -0.02 0.46 1.45 -0.77
O 1.07 0.05 -1.03 -1.11
O -0.50 -1.79 1.35 -0.61
O -0.93 -0.53 3.17 -0.66
C -0.41 -0.76 1.96 0.98
H -0.72 -0.69 -2.33 -0.19
H -0.76 1.70 -1.87 -0.19
H 1.17 -0.91 -1.02 0.52
H 0.99 1.04 -3.36 -0.19
H -0.52 0.34 3.35 0.50
H 0.52 0.51 0.61 0.54

The evaluated electronic energy for the records listed, in turn: -400.4855; -2640.3570; -1164.0749; -345.4793; -350.2808; -625.5718; -4905.9899; -10722.3994; -3359.3264; -2006.0970; -288.9235; -632.1869 Eh.